Entry 1:
The following is a quantum chemistry calculation of a molecular structure, C2H7N3O2 in a non-equilibrium geometry, from OMol25.

Calculated values
lowest unoccupied orbital energy (alpha / beta)	0.5 / -1.0	eV
spin multiplicity	3
HOMO (alpha / beta)	-5.3 / -9.3	eV
orbital gap (alpha / beta)	5.8 / 8.3	eV
energy relative to the best compared isomer or geometry (same formula, charge and spin)	94.5	kcal/mol

Last column: Mulliken spin population.
Geometry (Å):
C1 0.3800 -1.5895 0.0277  0.904
C2 -0.1287 0.8399 -0.1684  0.263
N1 -0.6412 0.7351 -1.2945  0.082
N2 0.9188 1.3606 0.4132  0.064
N3 -0.6963 -0.1529 0.8198  0.117
O1 -1.8954 -0.4653 0.4892  0.301
O2 -0.2894 0.0434 2.0001  0.287
H1 -0.3240 -2.0207 -0.6532  -0.010
H2 0.5902 -2.1097 0.9519  -0.022
H3 1.1989 -1.1735 -0.5358  0.010
H4 -0.3957 1.1627 -2.1955  0.005
H5 -1.3998 0.0012 -1.2310  -0.016
H6 1.0102 1.5505 1.4715  0.015
H7 1.6724 1.8181 -0.0950  0.000

Cartesian forces (eV/Å) of the 6 atoms listed first:
C 2.1476 -3.9672 -1.3968
C 0.3496 -1.0057 7.6153
N -2.3194 -0.8247 -5.6880
N 3.3614 2.8459 0.8668
N -2.0579 5.5803 -0.6242
O 0.2471 -1.0010 0.4442

---

Entry 2:
The following is a quantum chemistry calculation of 2 unconnected molecules or ions with the total composition C4H8N2O in a non-equilibrium geometry, from OMol25.

Calculated values
lowest unoccupied orbital energy	-0.7	eV
SMILES string	[H]/N=C/N.C=CC=O
spin multiplicity	1
HOMO	-9.2	eV
orbital gap	8.6	eV
energy relative to the best compared isomer or geometry (same formula, charge and spin)	76.4	kcal/mol

Last column: Löwdin charge in e.
Geometry (Å):
H1 -2.8786 0.4741 -1.2266  0.030
N1 -2.7967 0.2641 -0.2374  0.056
C1 -1.7018 -0.2549 0.1111  -0.430
N2 -1.2825 -0.4799 1.3582  0.059
H2 -0.7318 -0.2653 -0.5564  0.103
H3 -1.8817 -0.2031 2.1163  0.094
H4 -0.1896 -0.4616 1.4502  0.073
C2 1.5806 -0.3939 0.7542  -0.005
C3 1.2579 -0.3695 -0.5688  -0.163
C4 1.2023 0.9030 -1.3160  -0.297
O1 1.0992 0.9876 -2.5130  0.066
H5 1.7805 0.5332 1.2774  0.082
H6 1.9928 -1.2853 1.2036  0.080
H7 1.3898 -1.2520 -1.1831  0.122
H8 1.1598 1.8035 -0.6695  0.131

Cartesian forces (eV/Å) of the 6 atoms listed first:
H 0.2779 -0.2636 0.0836
N -1.0957 -0.2916 0.1177
C 2.6191 1.8506 -1.9105
N 2.3420 -0.7173 0.9626
H -2.2313 -0.5877 0.5030
H 0.1646 0.0516 0.2065

---

Entry 3:
The following is a quantum chemistry calculation of a molecular structure, CH6S2Si in a non-equilibrium geometry, from OMol25.

Calculated values
lowest unoccupied orbital energy (alpha / beta)	0.6 / -2.2	eV
spin multiplicity	3
HOMO (alpha / beta)	-7.9 / -9.4	eV
orbital gap (alpha / beta)	8.5 / 7.3	eV
energy relative to the best compared isomer or geometry (same formula, charge and spin)	1.3	kcal/mol

Last column: Mulliken spin population.
Geometry (Å):
C1 0.3421 1.4164 -0.3450  1.488
Si1 -0.3021 -0.8850 -0.0320  0.064
S1 -0.1788 2.9185 0.3971  0.215
S2 1.4967 -1.6159 -0.9241  0.002
H1 0.0551 -0.1400 1.2352  0.075
H2 1.3675 1.2932 -0.1179  0.037
H3 -1.1628 -0.3879 -1.1988  0.051
H4 -0.6366 -2.1979 0.4100  0.044
H5 -1.4482 2.6831 0.1972  0.026
H6 1.8069 -0.6780 -1.6505  -0.001

Cartesian forces (eV/Å) of the 6 atoms listed first:
C -0.0496 2.5344 0.6631
Si 0.9065 0.6619 -0.4876
S 0.3288 -1.0883 -0.7327
S -0.5530 -3.1521 2.1225
H -0.6954 -0.3055 -0.2687
H 1.1558 -0.9707 -0.4232

---

Entry 4:
The following is a quantum chemistry calculation of a molecular structure, C34H49ClHfO2P4 in a non-equilibrium geometry, from OMol25.

Calculated values
lowest unoccupied orbital energy (alpha / beta)	-5.5 / -5.5	eV
charge	+2
spin multiplicity	1
HOMO (alpha / beta)	-11.0 / -11.0	eV
orbital gap (alpha / beta)	5.5 / 5.5	eV
energy relative to the best compared isomer or geometry (same formula, charge and spin)	96.6	kcal/mol

Last column: Löwdin charge in e.
Geometry (Å):
P1 -2.9564 -3.6756 -1.5559  1.137
C1 -4.7031 -3.3258 -1.6009  -0.360
C2 -5.4546 -3.5841 -2.7549  -0.081
H1 -4.9593 -3.9287 -3.6664  0.110
C3 -6.8376 -3.3994 -2.7211  -0.053
H2 -7.4186 -3.6000 -3.6146  0.115
C4 -7.4573 -2.9576 -1.5492  -0.052
H3 -8.5388 -2.8094 -1.5358  0.121
C5 -6.7057 -2.7038 -0.4081  -0.062
H4 -7.1863 -2.3574 0.5092  0.120
C6 -5.3255 -2.8829 -0.4118  -0.074
H5 -4.7181 -2.6914 0.4702  0.105
C7 -2.3011 -3.7852 -3.2281  -0.352
C8 -2.4298 -2.6759 -4.0786  -0.096
H6 -2.9846 -1.7931 -3.7530  0.104
C9 -1.8509 -2.7056 -5.3521  -0.055
H7 -1.9241 -1.8367 -5.9877  0.110
C10 -1.2041 -3.8643 -5.7978  -0.061
H8 -0.7761 -3.8911 -6.7972  0.118
C11 -1.1231 -4.9793 -4.9728  -0.060
H9 -0.6463 -5.8892 -5.3220  0.117
C12 -1.6559 -4.9541 -3.6800  -0.064
H10 -1.6076 -5.8400 -3.0476  0.113
C13 -2.6248 -5.1817 -0.6324  -0.342
C14 -3.4834 -6.2792 -0.8134  -0.069
H11 -4.3265 -6.2004 -1.5071  0.120
C15 -3.2534 -7.4580 -0.1118  -0.049
H12 -3.9188 -8.3042 -0.2637  0.119
C16 -2.1864 -7.5541 0.7822  -0.044
H13 -2.0203 -8.4736 1.3377  0.119
C17 -1.3319 -6.4648 0.9643  -0.054
H14 -0.4983 -6.5228 1.6584  0.113
C18 -1.5343 -5.2792 0.2561  -0.097
H15 -0.8730 -4.4261 0.4019  0.064
Hf1 -0.6908 -0.2081 0.0869  0.869
C19 1.4806 -0.6196 -0.9717  -0.148
C20 1.6437 -1.6737 -1.8113  -0.374
H16 2.3477 0.0355 -0.7663  0.020
C21 0.4386 -2.5834 -1.9904  -0.389
O1 0.7927 -3.8972 -1.4830  -0.039
H17 0.0289 -4.5031 -1.5262  0.072
C22 -0.6282 -1.9586 -1.2196  -0.263
H18 0.1313 -2.6573 -3.0492  0.120
C23 -1.7647 -1.8829 -0.6183  -0.202
Cl1 -2.5799 0.4801 1.3807  0.087
P2 0.6949 -1.1022 2.1480  0.748
P3 -0.8585 1.5252 -1.8858  0.762
C24 0.3747 -0.2055 3.7094  -0.240
H19 -0.6993 0.0005 3.7973  0.039
H20 0.9145 0.7502 3.7197  0.057
H21 0.7092 -0.8254 4.5535  0.060
C25 0.0521 -2.7645 2.5429  -0.261
H22 0.5368 -3.5151 1.9037  0.042
H23 -1.0317 -2.8030 2.3670  0.043
H24 0.2577 -2.9923 3.5990  0.060
C26 2.4948 -1.3619 2.2569  -0.229
H25 3.0437 -0.4169 2.1582  0.036
H26 2.8149 -2.0394 1.4548  0.039
H27 2.7364 -1.8131 3.2316  0.068
C27 -1.0115 3.3054 -1.5127  -0.234
H28 -0.0209 3.7770 -1.4678  0.060
H29 -1.5107 3.4416 -0.5461  0.053
H30 -1.6069 3.7839 -2.3032  0.059
C28 0.3093 1.5799 -3.2874  -0.245
H31 0.3817 0.5872 -3.7505  0.032
H32 1.3074 1.8648 -2.9281  0.045
H33 -0.0250 2.3103 -4.0401  0.068
C29 -2.4507 1.1880 -2.7065  -0.251
H34 -3.2036 0.9181 -1.9528  0.045
H35 -2.3424 0.3560 -3.4149  0.028
H36 -2.7732 2.0947 -3.2375  0.060
P4 3.0902 -2.2319 -2.7604  0.887
C30 4.2971 -0.9310 -2.8218  -0.168
C31 2.4346 -2.6238 -4.3920  -0.159
H37 4.5792 -0.6229 -1.8081  0.071
H38 3.9035 -0.0649 -3.3673  0.073
H39 5.1883 -1.3027 -3.3435  0.076
H40 1.7091 -3.4476 -4.3343  0.058
H41 3.2559 -2.9212 -5.0583  0.076
H42 1.9308 -1.7395 -4.8092  0.072
C32 3.7097 -3.7175 -1.9749  -0.160
H43 3.9749 -3.4921 -0.9341  0.073
H44 4.5925 -4.0868 -2.5119  0.075
H45 2.9141 -4.4720 -1.9726  0.057
H46 -2.4594 -1.4083 0.0860  -0.033
C33 2.4756 2.1390 0.6707  -0.071
C34 1.1574 1.4981 0.7178  -0.474
O2 0.0984 1.9619 1.1432  -0.185
H47 3.2268 1.4733 1.1145  0.070
H48 2.4749 3.0954 1.2149  0.098
H49 2.7575 2.3237 -0.3754  0.085

Cartesian forces (eV/Å) of the 6 atoms listed first:
P -0.1967 1.1944 1.2980
C -0.5469 -0.4181 0.0147
C -0.2528 0.1110 0.2188
H -0.2354 0.0748 0.2898
C 0.2244 0.1160 0.1152
H -0.0186 0.0352 0.1299

---

Entry 5:
The following is a quantum chemistry calculation of 2 unconnected molecules or ions with the total composition C28H44F6I2N6O5S in a non-equilibrium geometry, from OMol25.

Calculated values
lowest unoccupied orbital energy	-1.7	eV
spin multiplicity	1
HOMO	-7.5	eV
orbital gap	5.8	eV

Last column: Löwdin charge in e.
Geometry (Å):
C1 1.6832 -2.3022 4.3232  -0.085
C2 2.3415 -1.0043 3.9406  -0.444
N1 2.5850 -0.1880 4.8720  0.178
C3 2.7938 -0.8628 2.4896  -0.055
C4 2.3355 0.2893 1.6164  -0.245
O1 2.5678 1.5274 2.3672  0.011
C5 1.5723 2.0183 3.0273  -0.380
N2 0.6630 2.5785 3.4667  0.208
N3 0.8932 0.2361 1.1999  0.091
C6 0.0904 -0.7533 1.8803  -0.656
I1 -0.9083 -0.2379 3.7012  1.182
C7 -0.0544 -2.0178 1.5101  -0.777
C8 -0.7973 -3.0573 2.2733  -0.221
I2 0.7923 -2.7921 -0.2458  1.117
C9 0.5466 1.1489 0.2620  -0.197
N4 -0.6037 1.5977 -0.2106  0.182
C10 -1.9690 1.2415 0.2131  -0.104
C11 -2.5837 0.0558 -0.5051  -0.142
C12 -3.8693 -0.4287 0.1510  -0.359
C13 -4.8117 0.7609 0.3681  -0.046
C14 -4.5613 -1.3938 -0.8220  -0.183
C15 -3.9107 -2.7661 -0.8934  -0.185
C16 -3.9107 -3.3821 -2.2616  -0.079
C17 -4.4743 -2.8609 -3.3872  -0.367
C18 -5.9401 -2.6013 -3.5057  -0.056
C19 -3.6440 -2.5676 -4.5930  -0.061
C20 -0.5450 2.6262 -1.2507  -0.637
F1 0.1188 2.2145 -2.3217  0.185
F2 -1.7801 2.8351 -1.6720  0.187
F3 -0.0704 3.7333 -0.7790  0.228
N5 1.6018 1.8610 -0.3029  0.131
C21 2.6715 1.0096 -0.8337  -0.470
C22 2.1001 0.0607 -1.8781  -0.013
O2 3.5526 1.8928 -1.4825  0.025
C23 3.3613 0.3873 0.3988  -0.275
C24 4.4634 1.3798 0.8297  0.003
C25 4.1510 -0.8853 0.0820  -0.168
C26 5.0172 -0.8325 -1.1906  -0.177
C27 5.0895 -2.2220 -1.8523  -0.268
N6 6.3966 -2.4872 -2.4910  -0.007
H1 0.8052 -2.1309 4.9216  0.029
H2 2.3960 -2.8504 4.9268  0.095
H3 1.4832 -2.9038 3.4482  0.053
H4 3.1001 0.6170 4.5153  0.062
H5 3.8498 -0.6852 2.6137  0.132
H6 2.6278 -1.8081 2.0060  0.089
H7 -0.4157 -3.1402 3.2799  0.037
H8 -1.8495 -2.8378 2.3339  0.068
H9 -0.6870 -4.0238 1.8107  0.048
H10 -2.6392 2.0613 0.0356  0.123
H11 -1.9766 1.1940 1.2862  0.086
H12 -1.8874 -0.7379 -0.7350  0.091
H13 -2.9094 0.4363 -1.4687  0.122
H14 -3.6909 -0.8571 1.1278  0.132
H15 -5.8289 0.4210 0.4691  0.079
H16 -4.7780 1.3864 -0.5207  0.095
H17 -4.5210 1.3687 1.2116  0.085
H18 -4.5088 -0.9296 -1.8005  0.111
H19 -5.6116 -1.4392 -0.5681  0.111
H20 -2.8678 -2.6589 -0.6405  0.080
H21 -4.3820 -3.4167 -0.1558  0.115
H22 -3.3678 -4.3137 -2.3599  0.103
H23 -6.4220 -2.6908 -2.5433  0.077
H24 -6.3168 -3.3994 -4.1314  0.090
H25 -6.1519 -1.6522 -3.9884  0.080
H26 -2.6111 -2.8442 -4.4624  0.070
H27 -3.7650 -1.5208 -4.8382  0.085
H28 -4.0056 -3.1195 -5.4632  0.076
H29 1.9397 2.5819 0.3277  0.173
H30 2.3538 0.4518 -2.8509  0.105
H31 2.5212 -0.9276 -1.8482  0.023
H32 1.0246 -0.0449 -1.8746  0.057
H33 2.9855 2.5333 -1.9237  0.126
H34 5.2724 1.3287 0.1218  0.092
H35 4.1470 2.4077 0.8375  0.099
H36 4.8947 1.0844 1.7734  0.102
H37 4.8590 -1.1012 0.8676  0.120
H38 3.5356 -1.7730 0.0246  0.038
H39 6.0332 -0.5744 -0.9351  0.110
H40 4.6752 -0.1307 -1.9373  0.101
H41 4.3208 -2.3267 -2.6047  0.104
H42 4.9979 -2.9793 -1.0872  0.106
H43 7.0695 -2.5135 -1.7365  0.061
H44 6.6471 -1.6493 -3.0026  0.063
C28 -1.5887 6.3212 0.3426  -0.667
F4 -2.0622 7.2491 -0.4927  0.119
F5 -2.2474 5.1712 0.0539  0.071
F6 -0.2992 6.1146 0.0140  0.083
S1 -1.7665 6.7778 2.1161  0.421
O3 -3.1970 6.9236 2.2428  -0.328
O4 -0.9893 7.9907 2.1904  -0.324
O5 -1.1892 5.6118 2.7546  -0.355

Cartesian forces (eV/Å) of the 6 atoms listed first:
C 0.8168 -0.0821 -0.2286
C -0.5504 -0.1205 0.2877
N 0.2923 0.3254 -0.2261
C -0.3609 0.2284 1.0136
C 0.6330 -0.2503 -0.6839
O -0.2480 -0.2973 0.1549

---

Entry 6:
The following is a quantum chemistry calculation of 2 unconnected molecules or ions with the total composition C3H4N2OS in a non-equilibrium geometry, from OMol25.

Calculated values
lowest unoccupied orbital energy	0.6	eV
spin multiplicity	1
HOMO	-8.2	eV
orbital gap	8.8	eV
energy relative to the best compared isomer or geometry (same formula, charge and spin)	87.1	kcal/mol

Last column: Löwdin charge in e.
Geometry (Å):
C1 -1.3736 -1.4377 -1.4284  0.144
C2 2.2963 -0.7951 0.7461  -0.896
C3 -0.5532 1.2914 0.4605  -0.104
N1 -0.9056 -0.6614 -0.6849  -0.143
N2 -0.1045 0.0345 -0.1223  -0.093
O1 1.7675 -1.5336 1.4657  0.093
S1 3.1401 0.1553 -0.1645  0.747
H1 -2.1290 -1.9026 -1.9403  0.029
H2 -1.4082 1.6363 -0.1244  0.059
H3 -0.9875 1.1681 1.4984  0.088
H4 0.2576 2.0448 0.2940  0.077

Cartesian forces (eV/Å) of the 6 atoms listed first:
C 0.3394 1.3151 1.2390
C -0.0375 -0.6832 0.7022
C -0.8079 0.2161 -0.2429
N -0.8331 -1.6466 -2.2232
N 1.7456 1.4592 1.9877
O 0.3359 0.5397 -0.5614

---

Entry 7:
The following is a quantum chemistry calculation of a gas-phase ion, C5H13N2O (charge +1) in a non-equilibrium geometry, from OMol25.

Calculated values
lowest unoccupied orbital energy	-3.7	eV
charge	+1
SMILES string	N/C=[NH+]\CCCCO
spin multiplicity	1
HOMO	-13.5	eV
orbital gap	9.8	eV
energy relative to the best compared isomer or geometry (same formula, charge and spin)	59.2	kcal/mol

Last column: Löwdin charge in e.
Geometry (Å):
N1 -0.4401 -2.7667 0.0130  0.175
C1 -0.0335 -2.0292 1.0894  -0.147
N2 0.8202 -1.0752 1.0806  0.026
C2 1.5472 -0.4606 -0.0310  -0.132
C3 0.4693 0.2710 -1.0046  -0.173
C4 -0.8744 0.8889 -0.5195  -0.190
C5 -0.6472 2.1074 0.4058  -0.250
O1 -0.9347 3.3257 -0.2877  -0.062
H1 -0.3666 -2.5154 -0.9285  0.079
H2 -1.3537 -3.3085 0.1616  0.172
H3 -0.4806 -2.3734 2.0674  0.183
H4 0.8584 -0.5340 2.0230  0.220
H5 2.0713 -1.3737 -0.6154  0.171
H6 2.3777 0.1946 0.3332  0.131
H7 0.0486 -0.5127 -1.7813  0.122
H8 1.1776 1.0238 -1.5355  0.139
H9 -1.4686 1.2464 -1.3817  0.130
H10 -1.5002 0.1152 -0.1760  0.074
H11 -1.2399 2.1156 1.3189  0.112
H12 0.4291 2.1303 0.8586  0.134
H13 -0.4599 3.5304 -1.0905  0.087

Cartesian forces (eV/Å) of the 6 atoms listed first:
N -2.2127 -0.7281 3.1729
C -1.7421 -2.2420 -0.9028
N 0.8697 2.3017 3.3300
C -0.5969 -1.4831 -2.1459
C 0.9635 -0.7807 -2.2135
C 1.8887 1.3315 -0.1284